[1]
10
Properties=species:S:1:pos:R:3 method="wB97M-V/def2-TZVPD" homo_energy_ev="-6.90 / -9.94" orbital_gap_ev="6.5 / 5.5" multiplicity=3 de_lowest_kcal_mol=75.5 s2=2.0115
I 0.2748 3.3388 1.2027
I -0.0833 0.9430 -2.1115
O -1.9300 -0.4154 -0.2206
O -0.9316 -0.1734 1.7090
N -0.9737 -0.3531 0.5140
C 1.0894 -1.4079 -0.2048
C 0.2541 -0.3672 -0.3943
H 0.7650 -2.0616 0.7218
H -0.1586 2.1293 -0.1125
H 1.6937 -1.6325 -1.1039

---

[2]
83
Properties=species:S:1:pos:R:3 method="wB97M-V/def2-TZVPD" homo_energy_ev="-13.89 / -13.89" charge=+2 orbital_gap_ev="6.6 / 6.6" multiplicity=1 de_lowest_kcal_mol=20.0
Os 0.0037 0.0257 -0.0689
S 0.9569 -2.3025 -0.3222
P 0.1958 2.3876 -0.0544
Si -2.7829 -0.3343 -1.3648
O 1.9953 0.2626 -0.0398
O 3.8094 1.5106 0.3366
O -0.0425 -0.2875 2.0306
N 0.9212 -4.7597 0.4730
N -1.0454 -4.1557 -0.5870
N -1.8607 -0.1784 0.2275
C -1.4355 -5.4331 -0.5145
C -1.3265 -0.4409 2.5037
C -3.9957 -0.8267 3.1619
C 2.0893 1.0567 4.7411
C -1.0353 3.1044 2.3082
C 0.5846 -6.0673 0.5609
C -1.1290 5.2913 -2.5560
C -0.3143 4.3873 -1.8896
C 1.2266 4.2537 3.4301
C 2.6902 1.4082 -0.0674
C -3.0665 4.3301 -1.5013
C -2.2579 3.4242 -0.8359
C 1.5643 -6.9865 1.2058
C 1.0798 -0.0766 2.9274
C -3.3315 -2.0647 -1.5053
C -1.1206 3.7361 3.5366
C -0.8773 3.4536 -1.0182
C -2.5004 5.2664 -2.3579
C 2.2295 -0.7762 2.6428
C 1.8826 2.5432 -0.6791
C 0.1783 3.0695 1.6158
C 0.9743 0.8491 3.9411
C -3.6608 -0.5791 1.8547
C -0.6308 -6.4292 0.0471
C 0.0121 4.3213 4.0937
C -1.6549 -0.7074 3.8242
C 3.2629 0.3536 4.5045
C -4.1813 0.8510 -1.5843
C -1.3596 0.0913 -2.4935
C 3.3331 -0.5516 3.4553
C -2.3090 -0.3914 1.5058
C -2.9887 -0.8970 4.1348
C 0.1427 -3.8147 -0.1290
C 1.3151 3.6296 2.1918
C -2.7757 -5.7458 -1.0927
H -3.5391 -5.1620 -0.5769
H -3.2583 -1.1091 5.1607
H -2.7086 2.6965 -0.1730
H 4.1287 0.5254 5.1287
H -1.9250 2.6479 1.8897
H -4.8746 0.4163 -2.3094
H -4.4227 -0.5311 1.0881
H 1.7290 -6.6954 2.2446
H -3.6965 -2.2286 -2.5241
H -4.7517 1.0639 -0.6789
H -1.6501 -0.0902 -3.5329
H 2.2775 3.5826 1.6992
H -2.0691 3.7845 4.0547
H 2.1108 4.6998 3.8649
H 2.2718 -1.4437 1.7970
H 0.7539 4.4240 -2.0522
H 1.8555 2.3666 -1.7587
H -3.0185 -6.8022 -1.0198
H -3.8296 1.7951 -1.9941
H -5.0283 -0.9778 3.4421
H -3.1319 5.9782 -2.8721
H 1.1989 -8.0089 1.1836
H -1.0887 1.1490 -2.4391
H -2.5110 -2.7488 -1.3192
H 2.5233 -6.9448 0.6870
H 2.3342 3.5133 -0.4848
H -0.8903 -0.7823 4.5826
H 4.2527 -1.0851 3.2591
H -4.1496 -2.2968 -0.8196
H -0.4539 -0.5428 -2.3605
H -4.1379 4.3117 -1.3510
H 1.8249 -4.4492 0.8125
H -2.7925 -5.4427 -2.1402
H -0.0546 4.8247 5.0490
H 0.0621 1.4078 4.1050
H -0.6882 6.0180 -3.2243
H 2.0373 1.7818 5.5417
H -0.9519 -7.4591 0.0783

---

[3]
127
Properties=species:S:1:pos:R:3 method="wB97M-V/def2-TZVPD" homo_energy_ev=-11.25 charge=+1 orbital_gap_ev=8.2 multiplicity=1
Br -1.1927 1.5561 2.3262
P -2.5649 2.4547 0.8156
P -3.0842 2.6481 -2.0993
P -3.9826 0.2702 0.7677
F 1.1559 -6.4487 4.7034
F -4.2437 -10.5197 9.5462
F 8.4647 9.4450 1.5063
F 7.4333 11.3094 1.1326
F -5.3217 -3.8564 -8.6384
F -3.6238 -4.1431 -7.3283
F 4.5429 2.3238 -0.9542
F -3.3113 -3.7550 -9.4395
F 6.8730 9.5268 0.0378
F -0.4948 -7.2246 5.8700
F -4.0582 -12.4839 8.6458
F -0.4770 -7.4850 3.7201
F 6.3466 2.1693 0.2302
F 6.4781 2.5251 -1.9039
F -6.0092 -11.5685 8.8651
O -2.8812 -1.6092 -7.5799
O -1.8973 -5.0420 5.1951
O 9.5764 9.4714 -0.9060
O -0.4014 -4.6186 3.5587
O -4.9453 -1.2075 -8.4032
O -2.8522 2.1603 -3.4796
O -1.5901 3.7531 0.4288
O 4.7197 4.9559 -0.8044
O -1.9604 -0.8700 -0.4122
O 9.0056 11.6567 -1.0180
O -5.4572 -10.7232 6.3795
O 6.8726 4.7702 -0.1355
O -3.3686 -10.1950 7.0569
N -0.8772 1.4750 -1.4316
C 0.0495 0.2870 -1.2333
C -0.9656 -1.5842 -2.6133
C 6.3916 6.5692 1.4490
C -4.5835 -10.6995 7.1935
C -0.1609 -6.6515 4.7221
C -4.0445 -1.9380 -8.1226
C 10.5496 9.6381 -1.9692
C 2.2637 -0.4853 -0.5215
C 2.4429 1.8651 1.4600
C -1.0543 -3.3671 3.2664
C -3.7239 -0.3255 -2.0846
C -2.9505 0.0699 -0.8125
C -3.0735 -9.6012 5.7728
C -0.9383 -5.3259 4.5440
C -4.0820 -3.4624 -8.3869
C -3.8757 -2.9533 -1.5928
C -5.6475 0.8864 0.3680
C -4.1269 -1.3329 1.5984
C -2.2964 1.4950 -0.8667
C 11.8459 10.2043 -1.4390
C 1.5816 1.8024 0.2003
C 8.9133 10.5608 -0.5566
C -4.4774 -1.6832 -2.2079
C -3.3735 0.1749 -5.9954
C -3.6229 -8.1962 5.6820
C 1.0773 0.3968 -0.0914
C -4.7317 -11.3271 8.6004
C 7.9055 10.2132 0.5642
C 5.7858 2.8032 -0.7984
C -2.6949 -0.2056 -7.2908
C 5.7145 4.3326 -0.5706
C -5.9433 -1.5839 -1.7683
C -0.7786 -1.0019 -1.2001
C 6.9750 6.2005 0.1072
C -0.6154 -2.2756 4.2161
H 2.7182 2.8925 1.6924
H 2.8668 -0.7780 0.3342
H -3.2405 -7.5806 6.4956
H 0.7612 2.4999 0.3575
H -0.1704 -1.7028 -0.6301
H -6.4073 0.1120 0.4356
H -3.0627 0.3873 -8.1269
H -6.4108 -0.6653 -2.1255
H -0.7623 -3.1415 2.2413
H -6.5000 -2.4186 -2.1938
H -5.8770 1.6646 1.0974
H -4.4004 2.8364 -1.6586
H 6.8706 5.9988 2.2451
H -0.6440 3.6864 0.5903
H 5.3200 6.3738 1.4813
H -1.6157 -0.0839 -7.2301
H -4.4801 0.4485 -2.2506
H -4.6414 -3.7307 -1.5998
H 6.4879 6.7314 -0.7089
H -3.0180 -0.4642 -5.1842
H -6.0507 -1.6409 -0.6860
H -1.9879 -9.6082 5.7122
H -4.4537 0.0562 -6.0784
H 1.9206 1.4327 2.3145
H -2.1338 -3.5154 3.2957
H 12.5807 10.2466 -2.2424
H -4.5235 -1.8583 -3.2879
H 12.2399 9.5756 -0.6406
H -5.0180 -1.9063 1.3476
H -3.0594 -0.2123 -2.9375
H 6.5546 7.6272 1.6358
H 1.9271 -1.3965 -1.0206
H -3.0374 -3.3607 -2.1537
H 10.1177 10.2696 -2.7439
H 3.3707 1.3106 1.3196
H 0.6661 -0.0504 0.8170
H -3.4701 -10.2420 4.9862
H -1.0668 -1.3272 3.9212
H -3.1569 1.2095 -5.7380
H -0.9817 1.5845 -2.4527
H -3.2364 -1.9160 1.3765
H -4.7110 -8.1985 5.7331
H -0.7150 -0.8685 -3.4002
H 0.6278 0.2406 -2.1581
H 8.0415 6.4058 0.0659
H 10.6848 8.6363 -2.3694
H -0.4166 2.3336 -1.1146
H -1.9706 -1.9282 -2.7965
H 2.8922 0.0519 -1.2351
H 0.4693 -2.1669 4.1984
H -3.5592 -2.8225 -0.5619
H -5.7149 1.3275 -0.6251
H -2.4458 3.8630 -1.8294
H -3.3229 -7.7439 4.7366
H -0.3052 -2.4412 -2.7456
H -0.9187 -2.4960 5.2384
H 2.1862 2.1589 -0.6382
H 11.7040 11.2115 -1.0502
H -4.1301 -1.1273 2.6705

---

[4]
19
Properties=species:S:1:pos:R:3 method="wB97M-V/def2-TZVPD" homo_energy_ev=-14.49 charge=+1 orbital_gap_ev=11.3 smiles=OC[C@@H]1CCC[NH2+]1 multiplicity=1 de_lowest_kcal_mol=52.0
O -0.2787 -2.4826 1.4362
N 0.5201 1.0072 0.5102
C 0.5372 -1.3057 1.4069
C -0.1138 -0.5734 -1.0814
C -0.9012 0.7164 -1.7388
C -0.0427 1.8156 -0.8376
C -0.2578 -0.3576 0.4622
H 0.7045 -0.8216 2.4584
H -0.5807 2.8058 -0.4493
H 1.5172 -1.7347 1.0893
H 0.2325 1.4220 1.3321
H 0.9183 -0.6824 -1.2953
H -0.6971 -1.4797 -1.4913
H -0.1917 -2.8235 2.3355
H -1.9974 0.8554 -1.6176
H 1.4898 0.8468 0.5255
H 1.0380 2.1888 -1.1926
H -0.5349 0.8211 -2.7291
H -1.3615 -0.2180 0.8767

---

[5]
32
Properties=species:S:1:pos:R:3 method="wB97M-V/def2-TZVPD" homo_energy_ev=-2.81 charge=-2 orbital_gap_ev=7.8 multiplicity=1 de_lowest_kcal_mol=0.0
Cd 0.2654 -0.1551 -0.2368
S -0.9710 -3.0510 -1.4468
S 0.0583 -3.3819 0.7376
P -2.7146 1.5734 0.1239
P 1.8200 0.4868 -2.9610
F 3.2974 0.5997 -3.5163
F -1.8774 2.6626 0.9695
F -3.0881 2.7664 -0.9080
F -3.5245 0.5229 -0.7684
F -4.0293 1.9053 1.0091
F 1.9658 -1.1225 -3.2244
F -2.3124 0.3768 1.1365
F 1.0774 -2.4578 1.5354
F 2.2004 -0.0366 -1.3784
F 1.1131 0.7150 -4.3650
F -1.3250 1.2647 -0.7374
F 0.2848 0.1875 -2.3467
F -1.6706 -1.8552 -2.2479
F 1.7047 2.0006 -2.5565
O -0.1460 -3.5876 -2.4638
O 0.8862 -4.4287 0.2603
O -0.9397 -3.6857 1.6920
O 1.1252 0.8811 1.3226
O -2.0777 -3.7879 -0.9332
N -0.2727 -2.1256 -0.3541
C 1.7051 2.4144 3.1047
C 0.8801 1.2426 2.6216
H 1.0206 0.4251 3.3700
H 1.8881 3.1788 2.3459
H 1.1769 2.8997 3.9388
H -0.2098 1.3760 2.7411
H 2.6891 2.1964 3.5359

---

[6]
11
Properties=species:S:1:pos:R:3 method="wB97M-V/def2-TZVPD" homo_energy_ev="-6.36 / -10.12" orbital_gap_ev="6.9 / 6.2" multiplicity=3 de_lowest_kcal_mol=53.9 s2=2.0111
Cl -1.2431 -1.6015 1.1564
P 0.4296 -1.5785 0.1625
O 0.4272 -2.4216 -1.0160
O -0.3176 2.1366 0.3371
N 1.6872 -1.1016 0.9598
C -0.9361 1.1059 -0.3014
H -1.8111 0.8154 0.1948
H 2.5141 -1.1925 0.3251
H 0.4356 2.4112 -0.2085
H -1.1050 1.2420 -1.3281
H -0.0808 0.1845 -0.2817

---

[7]
26
Properties=species:S:1:pos:R:3 method="wB97M-V/def2-TZVPD" homo_energy_ev=-8.31 orbital_gap_ev=9.2 multiplicity=1 de_lowest_kcal_mol=218.4
N -1.6125 -1.1654 1.4235
C -0.8968 0.2227 -0.3027
C 0.2977 -2.3208 -1.0836
C -0.1342 1.3701 -0.9555
C 0.5572 0.0399 1.9608
C 0.0492 -0.8492 -1.2113
C -0.7676 0.0614 1.1877
C 0.2713 2.4460 -0.2469
C 1.1071 0.2974 -1.2239
H 1.2143 -0.7947 1.6693
H 1.0845 -2.6011 -0.1672
H 1.4958 2.6267 0.2667
H 0.1289 -3.0308 -2.3174
H 0.8797 0.9950 1.6766
H 0.5431 3.1546 -1.2914
H -0.4036 2.9708 0.4282
H -0.6855 -2.5713 -0.3844
H -1.9741 0.2435 -0.6311
H 0.5684 -0.0603 3.0891
H -0.9487 1.3617 -1.8559
H -0.2776 -0.7841 -2.1221
H -1.2867 -1.9396 0.4137
H -1.7432 -1.7502 2.4206
H -1.2364 0.9448 1.7351
H 1.9155 0.5011 -0.5210
H 1.8541 0.6317 -1.9569

---

[8]
35
Properties=species:S:1:pos:R:3 method="wB97M-V/def2-TZVPD" homo_energy_ev="-2.47 / -2.32" charge=-1 orbital_gap_ev="4.0 / 3.8" multiplicity=2 de_lowest_kcal_mol=32.7 s2=0.7853
Br 5.3019 1.1545 -1.4990
O -4.0048 1.3589 -1.9005
O -3.0450 -0.6360 -1.6898
N -2.9989 0.6413 -1.9651
C 3.0017 -0.4567 -2.0785
C -2.3662 0.3680 2.6602
C 0.4420 -1.8876 3.8728
C 3.4564 0.8351 -1.7479
C -0.7029 0.1369 -2.3588
C 1.2174 -1.8324 2.6960
C -2.2986 0.9242 1.3548
C -0.4294 -0.4228 1.6343
C 2.5469 1.8931 -1.6015
C -1.2308 -0.4784 2.8524
C 0.7893 -1.1130 1.5784
C 1.6399 -0.6897 -2.2367
C -0.7904 -1.2307 3.9469
C -1.1109 0.4531 0.7224
C 1.1780 1.6618 -1.7597
C 0.7114 0.3784 -2.1192
C -1.7250 1.0846 -2.3001
Li -1.5787 -1.8300 -1.7837
H 3.7245 -1.2559 -2.2193
H 0.4544 2.4710 -1.6369
H 2.9004 2.8948 -1.3797
H -1.4119 -1.2794 4.8435
H -3.0178 1.6180 0.9259
H -0.8930 -0.6986 -3.0806
H -1.6094 2.1503 -2.5255
H 1.2791 -1.6948 -2.4812
H -0.6627 0.8145 -0.1900
H 2.1795 -2.3422 2.6676
H 1.3821 -1.0487 0.6643
H 0.8114 -2.4589 4.7276
H -3.1401 0.5174 3.4064